ORCA calculation (ωB97M-V with the def2-TZVPD basis set) on the ion C4H5N2O2 with charge +1 at a distorted geometry.

Calculated values
Charge: +1
Energy relative to the best compared isomer or geometry (same formula, charge and spin): 145.7 kJ/mol

XYZ file:
```
13
C4H5N2O2, DFT ωB97M-V with the def2-TZVPD basis set
C -0.7086 0.1113 -0.2934
C 0.1887 -1.7812 -1.8023
C 0.3728 -0.8761 -0.7926
C -0.3380 1.1048 0.8079
N 1.6271 -0.9137 -0.1149
N -1.1040 2.0814 1.0886
O -1.8591 0.0191 -0.7810
O 0.3387 -2.7743 -2.3718
H 2.2951 -1.5446 -0.6319
H 1.6504 -0.9506 0.9034
H -1.9921 2.2497 0.6593
H 0.4716 0.6002 1.3670
H -0.9426 2.6740 1.9618
```

ORCA calculation (ωB97M-V with the def2-TZVPD basis set) on a structure of composition C16H30FINO11PTa at a distorted geometry.

Calculated values
Charge: -1
Calculated total energy: -2306.0007 a.u.

XYZ file:
```
62
C16H30FINO11PTa, DFT ωB97M-V with the def2-TZVPD basis set
C 3.9713 -2.8669 -1.4680
N 4.4642 -1.5077 -1.7339
C 5.4109 -1.0084 -0.7220
C 3.4231 -0.5639 -1.9965
O 3.5566 0.1783 -2.8971
C 2.1724 -0.4765 -1.1668
Ta 0.4285 -1.4845 -2.2863
F -1.0831 -2.4781 -3.2428
P -1.0096 -1.5509 -0.0929
O -2.1274 -0.3010 -0.1099
I -2.3854 -3.6047 -0.3447
H 3.1306 -2.9185 -0.7808
H 3.6920 -3.2902 -2.4271
H 4.8231 -3.4491 -1.1130
H 6.3664 -0.8483 -1.2215
H 5.1234 -0.0649 -0.2601
H 5.6097 -1.7299 0.0768
H 2.2950 -0.8517 -0.1525
H 1.9075 0.5738 -1.1583
H 1.1319 -3.1417 -1.8020
H 1.3545 -1.4481 -3.8932
H -0.2990 0.1827 -2.6666
H -2.4910 -0.1898 -0.9966
C -4.4563 0.2650 1.6691
C -5.4788 1.2526 2.1783
C -4.9416 2.2390 3.1800
O -6.1102 2.5492 3.9582
C -6.9308 1.4710 3.8966
O -7.8890 1.3165 4.5850
O -6.5148 0.6001 2.9484
H -4.8643 -0.3118 0.8401
H -3.5594 0.7687 1.3198
H -4.1838 -0.4499 2.4462
H -5.9586 1.7655 1.3398
H -4.5419 3.1315 2.7131
H -4.1854 1.8101 3.8420
C 9.2893 -4.8447 -3.1706
C 9.0463 -4.8000 -1.6804
C 8.5530 -6.0996 -1.0922
O 7.7938 -5.6529 0.0360
C 7.3472 -4.3998 -0.2509
O 6.5266 -3.8153 0.3704
O 7.9695 -3.9101 -1.3551
H 9.7891 -3.9349 -3.5028
H 9.9159 -5.6963 -3.4386
H 8.3467 -4.9061 -3.7146
H 9.9423 -4.4481 -1.1608
H 9.3627 -6.7542 -0.7769
H 7.8888 -6.6482 -1.7650
C -8.1041 7.6336 1.2993
C -7.3219 6.3722 1.0191
C -7.2165 5.4346 2.1970
O -5.9789 4.7638 1.9379
C -5.2055 5.6089 1.2054
O -4.0517 5.4492 0.9943
O -5.9395 6.6625 0.7554
H -8.2781 8.1873 0.3765
H -9.0712 7.4017 1.7460
H -7.5487 8.2932 1.9664
H -7.7304 5.8601 0.1435
H -8.0372 4.7225 2.2444
H -7.1382 5.9534 3.1555
```

ORCA calculation (ωB97M-V with the def2-TZVPD basis set) on a cluster of 3 separate species, C26H51ClF7N9O5P2S in total at a distorted geometry.

Calculated values
Calculated total energy: -4129.6441 a.u.

XYZ file:
```
102
C26H51ClF7N9O5P2S, DFT ωB97M-V with the def2-TZVPD basis set
C -3.2443 -6.1693 -0.1620
C -3.6622 -5.7256 1.3601
C -4.8075 -4.5374 1.4367
Cl -5.9857 -5.0931 2.8097
C -4.2457 -3.0761 1.9128
C -3.6044 -3.2931 3.4300
N -2.7921 -3.4955 4.4275
C -3.2448 -2.3198 0.8639
C -1.7591 -2.9967 0.6986
N -0.5139 -3.3879 0.6458
C -3.0477 -0.7705 1.4640
C -1.7088 -0.5924 2.3901
O -1.8743 -0.5979 3.7423
N -0.2923 -0.3643 1.9033
C 0.6577 -0.7245 3.0642
C -0.0540 1.0832 1.5354
S -3.9327 -2.0949 -0.8730
O -4.2846 -3.4594 -1.5847
O -5.2439 -1.2370 -0.7084
C -2.6916 -1.2625 -2.0647
F -1.9789 -2.4223 -2.7212
F -1.6387 -0.4924 -1.3640
C -3.4372 -0.4536 -3.2895
F -4.7810 -1.0341 -3.6550
F -3.7161 0.9810 -2.9514
C -2.5611 -0.5089 -4.7126
F -3.1667 0.5764 -5.5691
F -1.1124 -0.2614 -4.5134
F -2.8511 -1.7862 -5.4641
H -2.4732 -7.0728 -0.0419
H -2.6771 -5.3514 -0.7810
H -4.1849 -6.6245 -0.6903
H -2.6462 -5.4242 1.9062
H -4.0473 -6.6829 1.9578
H -5.5035 -4.5002 0.4688
H -5.2070 -2.3890 2.0834
H -3.9788 -0.5917 2.1892
H -3.1515 0.0536 0.6251
H 0.4298 -1.8009 3.5100
H 1.7638 -0.7790 2.6494
H 0.6542 0.0746 3.9219
H 0.6443 1.0694 0.5683
H 0.5578 1.6754 2.3641
H -1.0735 1.6291 1.3067
O -1.3361 4.7722 1.9351
P -0.0072 5.4465 2.3556
N -0.6924 6.2896 3.6598
C -1.7169 7.3088 3.5406
C -0.9896 5.4276 4.8110
N 0.1410 6.3441 0.9107
C -0.2244 7.7343 0.7238
C -0.2131 5.6093 -0.3116
N 1.5205 6.2216 2.8390
C 1.7421 7.4018 3.6541
C 2.7120 5.7933 2.1182
H -1.8698 7.8130 4.5010
H -2.6767 6.9008 3.1966
H -1.4137 8.1150 2.8763
H -0.0685 4.9487 5.1598
H -1.7058 4.6426 4.5493
H -1.3894 5.9885 5.6612
H -1.3096 7.8773 0.7294
H 0.1488 8.1115 -0.2360
H 0.2289 8.3855 1.4682
H -1.2960 5.6120 -0.4765
H 0.1220 4.5667 -0.2605
H 0.2682 6.0491 -1.1940
H 1.1989 8.2763 3.2930
H 2.8002 7.6893 3.6854
H 1.4575 7.2195 4.6956
H 2.9390 6.4738 1.2914
H 2.5717 4.7894 1.7029
H 3.5832 5.7379 2.7790
O 3.8445 -2.4632 -0.7375
P 4.2501 -2.7084 -2.2116
N 2.8218 -2.0532 -2.8535
C 1.4933 -2.5926 -2.6379
C 2.7746 -0.5875 -2.7766
N 4.2615 -4.4088 -2.0576
C 3.1992 -5.3126 -2.4526
C 4.8493 -4.9116 -0.8082
N 4.7163 -2.9904 -3.9062
C 3.8874 -3.0534 -5.0958
C 6.0670 -3.4913 -4.1238
H 0.7665 -2.0931 -3.2877
H 1.1643 -2.4936 -1.5948
H 1.4244 -3.6365 -2.9358
H 3.6221 -0.1626 -3.3249
H 2.8277 -0.2389 -1.7405
H 1.8703 -0.1737 -3.2329
H 2.3286 -5.2349 -1.7937
H 3.5397 -6.3546 -2.4208
H 2.8862 -5.1587 -3.4832
H 4.1212 -4.8896 0.0100
H 5.7182 -4.3141 -0.5083
H 5.2042 -5.9435 -0.9221
H 3.0713 -3.7720 -5.0081
H 4.4609 -3.3473 -5.9835
H 3.4643 -2.0716 -5.3327
H 6.0726 -4.5815 -4.2210
H 6.7183 -3.2217 -3.2853
H 6.5178 -3.0547 -5.0210
```

ORCA calculation (ωB97M-V with the def2-TZVPD basis set) on a cluster of 6 separate species, C4H17NO8 in total at a distorted geometry.

Calculated values
Energy relative to the best compared isomer or geometry (same formula, charge and spin): 93.8 kJ/mol

XYZ file:
```
30
C4H17NO8, DFT ωB97M-V with the def2-TZVPD basis set
C 1.2251 2.4298 1.1717
C 2.3081 1.4128 1.5867
C 2.3511 0.7169 2.9442
O 3.0225 1.0768 3.8738
N 0.4225 1.7928 0.0920
C -0.7941 1.2423 0.2870
O -1.2422 1.4186 1.5361
O -1.3298 0.5438 -0.5665
H 1.5796 3.3305 0.6637
H 0.5765 2.6052 2.0198
H 2.2507 0.5357 0.9338
H 3.2747 1.9026 1.4250
H 1.7263 -0.1870 3.0035
H 0.7626 1.6787 -0.8489
H -2.1830 1.2364 1.7407
H -1.5191 -0.1504 -2.5814
H -2.0320 -1.4086 -2.0245
O -1.7222 -1.0477 -2.8869
H 1.1261 -1.2702 -1.6630
H 2.4599 -0.8790 -2.0247
O 1.7607 -0.5580 -1.4366
H -3.4008 -0.2226 0.1904
H -3.0739 -0.8837 1.4834
O -3.4790 -0.0754 1.1423
H -1.4455 -1.5944 -0.1733
H -1.0558 -2.9165 -0.9122
O -1.8056 -2.4195 -0.5388
H 0.3237 -3.5007 -3.0985
H -0.3614 -2.0600 -2.8324
O 0.2742 -2.7494 -2.5062
```

ORCA calculation (ωB97M-V with the def2-TZVPD basis set) on a structure of composition C27H45As2N8O2PSTi.

Calculated values
Energy relative to the best compared isomer or geometry (same formula, charge and spin): 21.4 kJ/mol

XYZ file:
```
87
C27H45As2N8O2PSTi, DFT ωB97M-V with the def2-TZVPD basis set
Ti -0.1543 1.2603 0.2731
N 3.9061 2.5955 1.7392
C 2.6742 2.3196 1.1597
S 1.5249 1.3078 2.0614
N 2.3717 2.8224 0.0178
N 1.0314 2.6246 -0.2531
C 0.4245 2.4075 -1.4636
C 1.0700 1.4877 -2.4318
C 1.5754 1.8265 -3.6769
C 2.1787 0.8629 -4.4792
C 2.2867 -0.4420 -4.0171
C 1.7802 -0.8005 -2.7738
C 1.1497 0.1598 -1.9870
O 0.5575 -0.1345 -0.8150
H 4.2855 1.8340 2.2789
H 4.5625 2.9785 1.0740
H -0.1809 3.2224 -1.8729
H 1.5027 2.8536 -4.0176
H 2.5722 1.1313 -5.4514
H 2.7636 -1.1940 -4.6344
H 1.8285 -1.8265 -2.4312
C -3.6521 1.1934 2.2976
As -2.0701 0.0652 2.0014
C -1.9926 -0.7007 3.7845
C -2.9891 -1.3283 1.0014
C -3.5415 -2.4443 1.6248
C -4.2074 -3.4079 0.8845
C -4.3310 -3.2632 -0.4894
C -3.7871 -2.1525 -1.1132
C -3.1123 -1.1810 -0.3757
As -2.3255 0.3895 -1.2348
C -3.9839 1.2846 -1.7750
C -1.8329 -0.3444 -2.9633
H -4.4487 0.6128 2.7617
H -4.0061 1.5866 1.3450
H -3.3836 2.0318 2.9404
H -2.9959 -0.9077 4.1564
H -1.5161 0.0255 4.4425
H -1.3957 -1.6079 3.7508
H -3.4409 -2.5780 2.6949
H -4.6238 -4.2759 1.3806
H -4.8451 -4.0151 -1.0747
H -3.8816 -2.0505 -2.1878
H -4.6282 0.5791 -2.2985
H -3.7453 2.1102 -2.4470
H -4.5119 1.6686 -0.9028
H -2.7149 -0.6885 -3.5015
H -1.1379 -1.1667 -2.8103
H -1.3268 0.4274 -3.5410
C 1.5347 -3.9544 4.6309
N 1.1248 -2.7811 3.8866
C 1.2123 -1.5410 4.6447
P 1.0783 -2.7239 2.2201
O -0.0070 -1.8293 1.7501
N 2.6098 -2.3805 1.7141
C 3.6740 -1.9114 2.5821
C 2.7706 -1.9808 0.3189
N 0.8140 -4.2665 1.6762
C 1.8424 -5.2620 1.4572
C -0.5406 -4.7463 1.4791
H 0.9569 -4.0159 5.5573
H 2.5985 -3.9315 4.9048
H 1.3463 -4.8567 4.0546
H 0.5349 -1.5888 5.5026
H 0.9329 -0.6935 4.0223
H 2.2250 -1.3599 5.0223
H 3.5961 -2.3590 3.5695
H 3.6633 -0.8205 2.6838
H 4.6335 -2.2130 2.1539
H 1.9519 -2.3843 -0.2738
H 3.7167 -2.3721 -0.0660
H 2.7487 -0.8934 0.2133
H 2.8263 -4.8347 1.6345
H 1.8056 -5.6260 0.4249
H 1.7080 -6.1261 2.1195
H -1.2384 -3.9147 1.5350
H -0.8125 -5.4994 2.2294
H -0.6347 -5.2042 0.4894
N -2.7307 4.8316 0.9018
C -2.0336 4.8064 2.0897
C -1.2769 3.6817 2.0453
N -1.5091 3.0170 0.8587
C -2.3767 3.7380 0.1965
H -3.3689 5.5451 0.5988
H -2.1253 5.5815 2.8289
H -0.5544 3.3095 2.7528
H -2.7607 3.5169 -0.7848
```

ORCA calculation (ωB97M-V with the def2-TZVPD basis set) on a cluster of 13 separate species, C3H32NO13S in total at a distorted geometry.

Calculated values
Charge: +1
Energy relative to the best compared isomer or geometry (same formula, charge and spin): 134.1 kJ/mol

XYZ file:
```
50
C3H32NO13S, DFT ωB97M-V with the def2-TZVPD basis set
O 0.9237 -0.1444 1.3192
C 0.7129 -1.1256 0.7157
C 0.6076 -1.1957 -0.7535
C 0.2255 -2.6710 -0.9833
S 0.2309 -3.2333 -2.6510
N -0.3960 -0.1161 -1.2483
H 0.4952 -2.0857 1.3625
H 1.7111 -1.0155 -1.2185
H -0.5925 -3.1968 -0.2771
H 1.1187 -3.2143 -0.4323
H -1.0207 -3.4699 -2.8678
H -0.7219 -0.4410 -2.2154
H -0.0098 0.8073 -1.3978
H -1.4013 -0.2914 -0.7134
H 1.6375 1.4764 0.7224
H -0.0325 4.1726 -0.6358
O 0.3107 3.6375 -1.4101
H -3.4776 -3.2806 0.0116
H -4.7597 -2.4261 0.3546
O -3.8924 -2.3684 -0.0761
H 2.8714 0.6163 -3.3864
H 1.6314 0.6992 -2.6708
O 2.4839 0.3291 -2.5716
H 3.8942 -0.3902 -0.7914
H 4.6938 0.4215 0.1120
O 3.9110 -0.1520 0.1447
H -0.2326 2.0762 -4.0089
H 1.8314 3.0700 0.9231
O 1.7644 2.3243 0.3074
H -2.1089 -3.3733 2.5074
H -0.7700 -3.6436 3.1351
O -1.2296 -3.5118 2.2679
H -3.0448 -0.7331 0.2857
H -2.1104 0.4330 0.8045
O -2.5945 0.0498 0.0431
H 2.3329 3.9342 -1.7803
H 3.6822 3.0371 -2.0101
O 3.2257 3.8242 -1.5103
H -2.1636 -0.9706 3.2194
H -3.2327 -1.1127 4.2857
O -3.0052 -1.3006 3.3205
H 0.2205 2.4764 -2.6971
H 1.0887 3.1036 -1.0951
O 0.3073 1.6525 -3.2700
H -0.2501 0.2030 2.6280
H 0.2405 -0.1115 3.8810
O -0.6067 0.1282 3.4801
H -1.7355 3.0107 1.8869
H -1.1312 1.9954 2.9440
O -1.6328 2.0965 2.0099
```

ORCA calculation (ωB97M-V with the def2-TZVPD basis set) on a structure of composition C11H14F6MoN2O4SSb.

Calculated values
Charge: +4
Spin multiplicity: 2
Energy relative to the best compared isomer or geometry (same formula, charge and spin): 367.2 kJ/mol

XYZ file:
```
40
C11H14F6MoN2O4SSb, DFT ωB97M-V with the def2-TZVPD basis set
Mo -0.8813 -0.4399 -0.5220
N -1.0047 0.9752 1.2009
C 0.2016 1.1133 2.0658
C 1.0593 -0.0561 1.7499
O 2.0614 -0.3963 2.4513
N 0.7632 -0.7815 0.6937
C 1.6791 -1.9330 0.6500
C 2.6434 -1.6782 1.7902
O 3.5904 -2.1628 2.2191
O -1.7304 -1.7015 0.0575
H -1.2929 1.8849 0.8389
H -1.7905 0.6510 1.7702
H -0.0517 1.1374 3.1268
H 0.7425 2.0323 1.8332
H 2.2221 -2.0019 -0.2924
H 1.1590 -2.8776 0.8306
C -0.0073 0.7140 -4.3111
S -0.3655 1.9201 -3.0423
O -0.0497 1.2046 -1.7012
C 0.9763 3.0780 -3.3411
C 0.6292 4.3555 -3.6912
C 1.6663 5.3032 -4.0605
C 3.0192 4.9387 -4.0520
C 3.3560 3.6607 -3.6833
C 2.3377 2.7148 -3.3316
H 0.9823 0.2825 -4.1698
H -0.0869 1.2217 -5.2745
H -0.7766 -0.0553 -4.2522
H -0.4041 4.6835 -3.7194
H 1.3693 6.3063 -4.3487
H 3.7774 5.6590 -4.3335
H 4.3912 3.3411 -3.6608
H 2.6414 1.7097 -3.0605
F 0.0241 -1.3717 -1.7885
Sb -6.5693 -0.2527 -1.1209
F -6.0508 1.1628 -2.1350
F -2.4678 0.4633 -0.9108
F -5.9680 0.0784 0.5620
F -5.6099 -1.6755 -1.7168
F -8.3529 -0.5259 -1.1707
```

ORCA calculation (ωB97M-V with the def2-TZVPD basis set) on a structure of composition C4H12NO2 at a distorted geometry.

Calculated values
Charge: -1
Energy relative to the best compared isomer or geometry (same formula, charge and spin): 352.6 kJ/mol

XYZ file:
```
19
C4H12NO2, DFT ωB97M-V with the def2-TZVPD basis set
C 0.4812 0.8610 1.7052
C -0.3160 -0.4479 1.5915
N 0.2991 -1.5969 0.9868
C 0.6591 -1.1423 -0.6917
C -0.6498 -0.7019 -1.3295
O -0.4972 -0.2070 -2.6151
H 1.3235 0.8336 2.4107
H -0.2367 1.5703 2.1340
H 0.8041 1.2623 0.7424
H -0.6985 -0.7116 2.5868
H -1.2444 -0.0800 1.1166
H 1.1742 -1.3000 0.5086
H 1.0497 -1.9843 -1.2592
H 1.3090 -0.2629 -0.8288
H -1.3876 -1.5041 -1.2392
H -1.0095 0.1134 -0.7009
H -0.7809 2.3926 -1.0350
H -0.2300 0.7730 -2.4835
O -0.0491 2.1328 -1.5998
```

Repeat the seventh record exactly.
ORCA calculation (ωB97M-V with the def2-TZVPD basis set) on a structure of composition C11H14F6MoN2O4SSb.

Calculated values
Charge: +4
Spin multiplicity: 2
Energy relative to the best compared isomer or geometry (same formula, charge and spin): 367.2 kJ/mol

XYZ file:
```
40
C11H14F6MoN2O4SSb, DFT ωB97M-V with the def2-TZVPD basis set
Mo -0.8813 -0.4399 -0.5220
N -1.0047 0.9752 1.2009
C 0.2016 1.1133 2.0658
C 1.0593 -0.0561 1.7499
O 2.0614 -0.3963 2.4513
N 0.7632 -0.7815 0.6937
C 1.6791 -1.9330 0.6500
C 2.6434 -1.6782 1.7902
O 3.5904 -2.1628 2.2191
O -1.7304 -1.7015 0.0575
H -1.2929 1.8849 0.8389
H -1.7905 0.6510 1.7702
H -0.0517 1.1374 3.1268
H 0.7425 2.0323 1.8332
H 2.2221 -2.0019 -0.2924
H 1.1590 -2.8776 0.8306
C -0.0073 0.7140 -4.3111
S -0.3655 1.9201 -3.0423
O -0.0497 1.2046 -1.7012
C 0.9763 3.0780 -3.3411
C 0.6292 4.3555 -3.6912
C 1.6663 5.3032 -4.0605
C 3.0192 4.9387 -4.0520
C 3.3560 3.6607 -3.6833
C 2.3377 2.7148 -3.3316
H 0.9823 0.2825 -4.1698
H -0.0869 1.2217 -5.2745
H -0.7766 -0.0553 -4.2522
H -0.4041 4.6835 -3.7194
H 1.3693 6.3063 -4.3487
H 3.7774 5.6590 -4.3335
H 4.3912 3.3411 -3.6608
H 2.6414 1.7097 -3.0605
F 0.0241 -1.3717 -1.7885
Sb -6.5693 -0.2527 -1.1209
F -6.0508 1.1628 -2.1350
F -2.4678 0.4633 -0.9108
F -5.9680 0.0784 0.5620
F -5.6099 -1.6755 -1.7168
F -8.3529 -0.5259 -1.1707
```

Q: Number 5 is which compound?
A: C27H45As2N8O2PSTi